Model P:
Here is a single C3H8N2O molecule from OMol25. Energies are from ωB97M-V/def2-TZVPD.

Last column: Löwdin charge in e.
Geometry (Å):
1 C 0.4664 -2.2079 -0.2476  -0.077
2 N -0.1217 -0.8221 -0.2639  -0.014
3 C 0.6811 0.1120 0.3989  -0.425
4 O 1.7324 -0.0875 1.0787  0.001
5 C 0.1206 1.5554 -0.0757  -0.186
6 N -1.3408 1.7506 -0.0861  -0.032
7 H 1.5610 -2.2026 -0.0976  0.079
8 H -0.0144 -2.8279 0.5667  0.086
9 H 0.1666 -2.6908 -1.2319  0.088
10 H -1.0043 -0.4770 -0.7231  0.141
11 H 0.7088 1.8565 -0.9245  0.101
12 H 0.4347 2.1599 0.8181  0.111
13 H -1.6139 2.6964 0.1598  0.067
14 H -1.7765 1.1852 0.6281  0.060

Results
Kohn-Sham gap (eV): 10.6
E_LUMO (eV): 0.91
SMILES: CNC(=O)CN

=====

Model Q:
Here is a single C3H8N2O molecule from OMol25. Energies are from ωB97M-V/def2-TZVPD.

Last column: Löwdin charge in e.
Geometry (Å):
1 C -0.7025 1.1973 -0.2237  -0.167
2 C 0.5494 0.3375 0.2731  -0.459
3 C 0.6533 -0.8399 -0.7673  -0.057
4 N 0.3277 0.1813 1.6334  0.082
5 N -1.7903 0.5194 1.4982  0.057
6 O -1.8493 0.4522 0.1962  -0.164
7 H -0.5267 2.2131 0.1188  0.110
8 H -0.7555 1.1909 -1.4194  0.160
9 H 1.2536 1.1812 0.0774  0.138
10 H -0.0072 -1.6738 -0.5048  0.077
11 H 1.5722 -1.4183 -0.6068  0.068
12 H 0.5820 -0.6037 -1.7759  0.040
13 H 0.4240 -0.7702 1.9603  0.047
14 H -2.3144 -0.2074 1.9531  0.068

Results
Kohn-Sham gap (alpha / beta) (eV): 9.1 / 9.0
E_LUMO (alpha / beta) (eV): 0.44 / 0.25

=====

Model R:
Here is 2 unconnected molecules or ions with the total composition C3H8N2O from OMol25. Energies are from ωB97M-V/def2-TZVPD.

Last column: Löwdin charge in e.
Geometry (Å):
1 C 0.2199 1.2241 1.8103  -0.062
2 C 1.3915 1.6311 1.3967  -0.336
3 N 1.8718 1.2789 0.1236  -0.023
4 H -0.4013 0.5616 1.1938  0.031
5 H -0.3442 1.7097 2.6359  0.058
6 H 2.0697 2.1194 2.0664  0.096
7 H 2.5560 2.0491 -0.2352  0.123
8 H 1.1174 0.8669 -0.5345  0.113
9 N -1.3606 -2.0820 -0.6688  0.084
10 C -1.4424 -1.9114 -2.0317  -0.409
11 O -2.5070 -1.7815 -2.6646  -0.021
12 H -0.4447 -1.8830 -0.0985  0.145
13 H -2.1734 -1.5815 -0.3675  0.079
14 H -0.5527 -2.2014 -2.6258  0.121

Results
Kohn-Sham gap (eV): 9.2
E_LUMO (eV): 0.63
SMILES: C=CN.NC=O

=====

Result of the stability comparison: model P is the most stable of them.

=====

Model P:
Here is a single C3H8N2O molecule from OMol25. Energies are from ωB97M-V/def2-TZVPD.

Last column: Löwdin charge in e.
Geometry (Å):
1 C 1.8092 -0.4528 -0.2594  -0.071
2 C 0.4054 -0.0674 0.1006  -0.360
3 C -0.0946 1.1576 -0.0644  -0.167
4 N -1.3658 1.5574 0.3106  0.059
5 N -0.3600 -1.1740 0.6068  -0.048
6 O -1.5844 -1.3729 -0.1491  -0.093
7 H 2.2747 -0.9653 0.5843  0.072
8 H 2.3942 0.4310 -0.5191  0.070
9 H 1.8172 -1.1393 -1.1109  0.073
10 H 0.5312 1.9438 -0.4612  0.114
11 H -1.7417 2.3345 -0.2113  0.082
12 H -2.0272 0.7987 0.4002  0.069
13 H -0.6966 -0.9777 1.5488  0.115
14 H -1.3616 -2.0737 -0.7760  0.087

Results
Kohn-Sham gap (eV): 9.0
E_LUMO (eV): 0.99
SMILES: C/C(=C/N)NO

=====

Model Q:
Here is a molecular structure, C3H8N2O from OMol25. Energies are from ωB97M-V/def2-TZVPD.

Last column: Löwdin charge in e.
Geometry (Å):
1 C -0.0567 -2.2659 -0.1344  -0.171
2 C -1.1899 0.9514 -0.5290  -0.069
3 C 0.7953 1.0022 0.7714  -0.113
4 N 0.7121 -0.7309 -0.9176  0.030
5 N 0.1482 0.3943 -0.3475  -0.390
6 O -0.7772 -2.2058 0.7960  0.031
7 H 0.1876 -3.2698 -0.7096  0.116
8 H -1.7221 0.7429 -1.3947  0.051
9 H -1.7785 0.6404 0.3207  0.072
10 H -0.9693 2.0724 -0.5963  0.108
11 H 1.5358 0.2863 1.1215  0.067
12 H 1.4233 1.8419 0.3736  0.095
13 H 0.0871 1.2678 1.6234  0.107
14 H 1.6042 -0.7271 -0.3774  0.065

Results
Kohn-Sham gap (eV): 8.2
E_LUMO (eV): 1.00

=====

Model R:
Here is 2 unconnected molecules or ions with the total composition C3H8N2O from OMol25. Energies are from ωB97M-V/def2-TZVPD.

Last column: Löwdin charge in e.
Geometry (Å):
1 C -0.2368 0.6796 0.9840  -0.059
2 C -0.2121 -0.4341 -0.0883  -0.451
3 C -1.5605 -0.8504 -0.6235  -0.075
4 O 0.7519 0.0208 -1.1595  -0.132
5 H -0.4381 0.3283 2.0430  0.103
6 H 0.7392 0.9843 1.0001  -0.004
7 H -1.0791 1.2311 0.6205  0.067
8 H 0.3972 -1.2558 0.3484  0.136
9 H -2.1693 -1.2385 0.2530  0.107
10 H -1.4341 -1.5729 -1.4490  0.084
11 H -2.1244 -0.0592 -1.0738  0.061
12 H 0.3719 0.7492 -1.7163  0.097
13 N 3.2385 0.6428 0.9183  0.027
14 N 3.7556 0.7747 -0.0571  0.038

Results
Kohn-Sham gap (eV): 11.3
E_LUMO (eV): 1.06
SMILES: CC(C)O.N#N

=====

Model S:
Here is a single C3H8N2O molecule from OMol25. Energies are from ωB97M-V/def2-TZVPD.

Last column: Löwdin charge in e.
Geometry (Å):
1 C 1.1333 -1.3024 1.3015  0.005
2 C 0.8192 0.1403 0.8994  -0.503
3 O 1.5544 1.1223 1.0242  0.053
4 N -0.5208 0.4041 0.6243  0.039
5 C -0.7543 1.0163 -0.6789  -0.314
6 N -0.7912 0.1101 -1.7956  -0.003
7 H 2.1814 -1.1939 1.6262  0.089
8 H 0.4807 -1.6943 2.0423  0.068
9 H 1.0993 -1.8273 0.3518  0.080
10 H -1.2522 -0.2708 0.7450  0.114
11 H -1.7169 1.5641 -0.7113  0.111
12 H -0.0225 1.8175 -0.8574  0.122
13 H -0.5906 0.5863 -2.6723  0.071
14 H -1.6198 -0.4723 -1.8993  0.068

Results
Kohn-Sham gap (eV): 10.4
E_LUMO (eV): 0.89
SMILES: CC(=O)NCN

=====

Result of the stability comparison: model R is the most stable of them.

=====

Model P:
Here is 2 unconnected molecules or ions with the total composition C3H8N2O from OMol25. Energies are from ωB97M-V/def2-TZVPD.

Last column: Löwdin charge in e.
Geometry (Å):
1 H 2.8307 0.4522 -0.1912  0.026
2 N 2.7730 -0.5537 -0.1313  0.049
3 C 1.9866 -1.0042 -1.0146  -0.429
4 N 1.9797 -2.2388 -1.6089  0.071
5 H 1.2284 -0.3960 -1.5478  0.113
6 H 2.6817 -2.9208 -1.3753  0.092
7 H 1.0590 -2.4533 -1.9453  0.079
8 C -2.0056 1.6382 2.0801  -0.008
9 C -1.7955 1.0380 0.9145  -0.263
10 O -2.7133 1.1276 -0.1001  -0.024
11 H -2.6968 2.4645 2.1959  0.051
12 H -1.5917 1.2891 3.0199  0.049
13 H -1.0795 0.2453 0.7620  0.102
14 H -3.3386 1.8459 -0.1190  0.090

Results
Kohn-Sham gap (eV): 9.9
E_LUMO (eV): 0.85
SMILES: [H]/N=C/N.C=CO

=====

Model Q:
Here is a single C3H8N2O molecule from OMol25. Energies are from ωB97M-V/def2-TZVPD.

Last column: Löwdin charge in e.
Geometry (Å):
1 C 2.2376 -0.3720 0.0256  -0.092
2 N 0.7909 -0.3009 -0.1790  -0.011
3 C 0.1652 0.9093 -0.0556  -0.594
4 O 0.6835 2.0067 -0.0209  0.045
5 N -1.2422 0.7936 0.0193  -0.027
6 C -2.0947 -0.3741 -0.0500  -0.136
7 H 2.7125 -0.8925 -0.8113  0.075
8 H 2.4656 -0.8113 0.9960  0.079
9 H 2.6747 0.6460 -0.0451  0.088
10 H 0.2883 -1.1993 0.2238  0.172
11 H -1.6519 1.7242 -0.0649  0.132
12 H -2.1793 -0.8820 1.0151  0.103
13 H -3.1615 -0.1271 -0.2517  0.080
14 H -1.6886 -1.1206 -0.8012  0.086

Results
Kohn-Sham gap (eV): 10.1
E_LUMO (eV): 0.80
SMILES: CNC(=O)NC

=====

Result of the stability comparison: model Q is the most stable of them.

=====

Model P:
Here is a single C3H8N2O molecule from OMol25. Energies are from ωB97M-V/def2-TZVPD.

Last column: Löwdin charge in e.
Geometry (Å):
1 H 2.2942 1.5251 -0.1584  0.079
2 N 1.3178 1.2132 0.0189  0.118
3 C 1.3381 -0.0032 -0.0588  -0.651
4 N 2.3753 -0.7619 0.0797  0.162
5 O 0.0832 -0.6638 -0.0970  -0.060
6 C -0.9856 0.2808 0.0650  -0.313
7 C -2.3590 -0.2329 -0.0189  -0.089
8 H 3.2623 -0.2831 -0.2089  0.147
9 H 2.2089 -1.7332 0.0779  0.097
10 H -0.7122 0.6774 1.0770  0.128
11 H -0.7240 1.0432 -0.7238  0.121
12 H -2.5380 -0.9321 -0.8443  0.078
13 H -2.5138 -0.7802 0.9373  0.085
14 H -3.0472 0.6506 -0.1455  0.099

Results
Kohn-Sham gap (eV): 10.2
E_LUMO (eV): 0.86
SMILES: [H]/N=C(\N)OCC

=====

Model Q:
Here is a molecular structure, C3H8N2O from OMol25. Energies are from ωB97M-V/def2-TZVPD.

Last column: Löwdin charge in e.
Geometry (Å):
1 C -0.5563 -0.8391 -0.5635  -0.280
2 N 0.1111 0.4760 -0.3279  -0.018
3 C 0.9662 0.5732 0.8875  -0.532
4 N -1.1781 -0.9664 -1.8464  0.014
5 C 0.5215 0.6794 2.1380  0.039
6 O 2.1506 0.6190 0.3111  -0.047
7 H 1.4388 0.5467 -0.7071  0.194
8 H -0.5599 1.2401 -0.3799  0.139
9 H -0.5312 -0.8285 -2.6121  0.074
10 H -1.9781 -0.3580 -1.9651  0.069
11 H -1.3012 -1.0117 0.2172  0.120
12 H 0.2285 -1.5901 -0.4574  0.129
13 H -0.5350 0.6711 2.3558  0.046
14 H 1.2231 0.7884 2.9498  0.053

Results
Kohn-Sham gap (eV): 9.3
E_LUMO (eV): 0.76

=====

Model R:
Here is a single C3H8N2O molecule from OMol25. Energies are from ωB97M-V/def2-TZVPD.

Last column: Löwdin charge in e.
Geometry (Å):
1 C -0.0635 -1.5133 -0.4709  0.051
2 C -0.3609 -0.2193 -0.3959  -0.472
3 C -1.2865 0.2548 0.7005  -0.054
4 N 0.5833 0.6715 -0.9994  0.055
5 N 1.6706 0.7202 0.1831  -0.182
6 O 1.9653 -0.4379 0.4761  -0.161
7 H 0.7233 -1.8382 -1.0651  0.043
8 H -0.4875 -2.2223 0.2025  0.066
9 H -1.7265 -0.7140 1.0084  0.073
10 H -1.9527 0.9316 0.0737  0.101
11 H -0.6486 0.6300 1.5969  0.103
12 H 1.0440 0.0893 -1.6835  0.086
13 H 2.3890 1.2661 -0.2160  0.142
14 H 1.0976 1.2309 0.8913  0.149

Results
Kohn-Sham gap (eV): 9.6
E_LUMO (eV): 0.89
SMILES: C=C(C)N[NH2+][O-]

=====

Model S:
Here is a single C3H8N2O molecule from OMol25. Energies are from ωB97M-V/def2-TZVPD.

Last column: Löwdin charge in e.
Geometry (Å):
1 C 1.7071 -0.9147 0.4746  -0.114
2 N 0.4616 -0.3158 0.9252  -0.064
3 C -0.8625 -0.5316 0.4663  -0.428
4 O -1.5883 -1.4409 0.7702  0.112
5 C -1.0783 0.3422 -0.8782  -0.212
6 N -0.8610 1.7705 -0.6663  0.002
7 H 1.9516 -0.7051 -0.5655  0.059
8 H 1.7238 -1.9656 0.5401  0.048
9 H 2.7435 -0.5660 0.9423  0.126
10 H 0.4654 0.3632 1.6911  0.124
11 H -0.2942 0.0460 -1.6160  0.097
12 H -2.0201 -0.2567 -1.2887  0.140
13 H -0.7663 1.8942 0.3285  0.053
14 H -1.5824 2.2803 -1.1234  0.055

Results
Kohn-Sham gap (eV): 9.7
E_LUMO (eV): 0.76
SMILES: CNC(=O)CN

=====

Result of the stability comparison: model P is the most stable of them.

=====

Model P:
Here is 2 unconnected molecules or ions with the total composition C3H8N2O from OMol25. Energies are from ωB97M-V/def2-TZVPD.

Last column: Löwdin charge in e.
Geometry (Å):
1 C -2.0756 0.9341 0.4114  -0.079
2 N -1.1456 0.0743 0.3477  -0.088
3 C -1.4601 -1.1316 -0.4627  -0.121
4 H -1.9500 1.6900 1.1870  0.063
5 H -2.9954 0.8346 -0.1686  0.068
6 H -1.4329 -1.8780 0.2949  0.068
7 H -2.3986 -1.0058 -1.0190  0.064
8 H -0.8145 -1.2484 -1.3291  0.065
9 N 2.1301 0.3991 0.8045  0.098
10 C 2.5876 -0.0556 -0.4236  -0.420
11 O 1.9089 -0.2061 -1.3994  0.023
12 H 2.7610 0.9106 1.3960  0.080
13 H 1.2121 0.8204 0.6898  0.065
14 H 3.6730 -0.1376 -0.3288  0.114

Results
Kohn-Sham gap (eV): 10.9
E_LUMO (eV): 1.09
SMILES: C=NC.NC=O

=====

Model Q:
Here is 2 unconnected molecules or ions with the total composition C3H8N2O from OMol25. Energies are from ωB97M-V/def2-TZVPD.

Last column: Löwdin charge in e.
Geometry (Å):
1 H -2.1763 -1.4850 0.7446  0.053
2 N -1.3159 -1.4052 0.2012  0.083
3 C -0.3177 -1.7126 0.9103  -0.395
4 N 0.9735 -1.8117 0.4332  0.067
5 H -0.3581 -2.0065 1.9667  0.118
6 H 1.5879 -2.3813 0.9856  0.081
7 H 1.4266 -1.0981 -0.1180  0.079
8 C 0.1690 2.6647 0.1165  0.006
9 C 0.2681 1.4035 -0.2556  -0.321
10 O 0.1127 0.9667 -1.5306  -0.013
11 H 0.0195 3.4760 -0.5828  0.056
12 H 0.1554 2.9358 1.1659  0.049
13 H 0.3560 0.6358 0.4959  0.065
14 H -0.1907 0.0460 -1.5161  0.072

Results
Kohn-Sham gap (eV): 9.6
E_LUMO (eV): 0.80
SMILES: [H]/N=C/N.C=CO

=====

Model R:
Here is a single C3H8N2O molecule from OMol25. Energies are from ωB97M-V/def2-TZVPD.

Last column: Löwdin charge in e.
Geometry (Å):
1 C 0.6925 0.4700 -2.0704  -0.112
2 C 1.2513 -0.4128 -0.9303  -0.236
3 N 0.6893 0.0829 0.3489  -0.011
4 C -0.5730 0.1573 0.8484  -0.650
5 N -1.3273 -0.8770 0.3832  0.145
6 O -0.9142 0.7696 1.8584  0.027
7 H 0.6584 -0.0531 -3.0691  0.089
8 H 1.3391 1.2715 -2.4068  0.045
9 H 0.0702 1.3115 -1.6679  0.096
10 H 0.9199 -1.4821 -1.2535  0.118
11 H 2.3054 -0.3505 -0.6192  0.110
12 H 1.4053 0.2879 1.1521  0.188
13 H -2.1158 -1.1973 0.9397  0.109
14 H -1.0285 -1.6726 -0.1534  0.082

Results
Kohn-Sham gap (eV): 10.2
E_LUMO (eV): 0.78
SMILES: CCNC(N)=O

=====

Result of the stability comparison: model P is the most stable of them.